{
  "formula": "C23H92N46O23",
  "method": "ωB97M-V/def2-TZVPD",
  "total_charge": 0,
  "orbital_gap_ev": 7.5296,
  "e_tot_ha": -5181.42242,
  "de_lowest_ev": 16.405,
  "elements": ["C", "O", "N", "N", "H", "H", "H", "H", "C", "O", "N", "N", "H", "H", "H", "H", "C", "O", "N", "N", "H", "H", "H", "H", "C", "O", "N", "N", "H", "H", "H", "H", "C", "O", "N", "N", "H", "H", "H", "H", "C", "O", "N", "N", "H", "H", "H", "H", "C", "O", "N", "N", "H", "H", "H", "H", "C", "O", "N", "N", "H", "H", "H", "H", "C", "O", "N", "N", "H", "H", "H", "H", "C", "O", "N", "N", "H", "H", "H", "H", "C", "O", "N", "N", "H", "H", "H", "H", "C", "O", "N", "N", "H", "H", "H", "H", "C", "O", "N", "N", "H", "H", "H", "H", "C", "O", "N", "N", "H", "H", "H", "H", "C", "O", "N", "N", "H", "H", "H", "H", "C", "O", "N", "N", "H", "H", "H", "H", "C", "O", "N", "N", "H", "H", "H", "H", "C", "O", "N", "N", "H", "H", "H", "H", "C", "O", "N", "N", "H", "H", "H", "H", "C", "O", "N", "N", "H", "H", "H", "H", "C", "O", "N", "N", "H", "H", "H", "H", "C", "O", "N", "N", "H", "H", "H", "H", "C", "O", "N", "N", "H", "H", "H", "H"],
  "coordinates": [[-3.222, -1.479, 5.203], [-4.418, -1.501, 5.019], [-2.472, -2.529, 5.149], [-2.565, -0.492, 5.617], [-1.588, -2.322, 5.589], [-2.887, -3.429, 4.952], [-3.081, 0.325, 5.910], [-1.804, -0.741, 6.233], [3.874, -4.178, -3.689], [3.477, -5.320, -3.808], [3.961, -3.584, -2.574], [4.033, -3.460, -4.686], [4.532, -2.770, -2.392], [3.822, -4.260, -1.837], [4.480, -2.557, -4.751], [3.731, -3.890, -5.548], [-3.024, 0.470, -5.677], [-3.934, 1.251, -5.566], [-2.281, 0.446, -6.743], [-2.556, -0.273, -4.727], [-1.497, -0.190, -6.700], [-2.328, 1.217, -7.393], [-3.098, -0.198, -3.878], [-1.561, -0.451, -4.748], [-3.116, -1.231, 1.562], [-2.441, -2.169, 1.878], [-3.696, -1.153, 0.407], [-3.269, -0.176, 2.256], [-3.496, -1.930, -0.206], [-4.357, -0.406, 0.247], [-2.624, -0.019, 3.018], [-4.028, 0.417, 1.952], [1.089, -1.405, -4.956], [-0.107, -1.418, -5.056], [1.777, -1.051, -3.918], [1.897, -1.795, -5.917], [1.237, -0.357, -3.421], [2.731, -1.172, -4.225], [2.744, -2.280, -5.656], [1.429, -1.942, -6.799], [6.352, -1.947, 0.565], [7.291, -1.200, 0.314], [6.437, -3.098, 1.159], [5.063, -1.690, 0.507], [5.620, -3.682, 1.271], [7.229, -3.562, 1.579], [4.422, -2.113, 1.163], [5.044, -0.731, 0.191], [-3.292, 4.177, 2.819], [-4.231, 4.829, 3.155], [-2.420, 3.522, 3.523], [-3.032, 4.020, 1.555], [-1.581, 3.064, 3.194], [-2.514, 3.473, 4.527], [-3.533, 4.550, 0.856], [-2.220, 3.450, 1.365], [-0.611, -4.039, -2.346], [-0.984, -5.155, -2.272], [0.526, -3.624, -1.827], [-1.177, -2.997, -2.872], [0.914, -2.737, -2.114], [1.088, -4.437, -1.622], [-0.758, -2.094, -2.702], [-1.899, -3.158, -3.560], [-4.949, -4.972, 2.644], [-4.232, -5.921, 2.439], [-4.507, -3.713, 2.607], [-6.236, -5.066, 2.871], [-5.232, -3.059, 2.865], [-3.564, -3.480, 2.330], [-6.742, -4.211, 2.692], [-6.680, -5.970, 2.946], [0.568, 4.764, 1.369], [0.239, 3.713, 1.747], [-0.140, 5.543, 0.684], [1.621, 5.438, 1.728], [0.160, 6.489, 0.494], [-1.092, 5.292, 0.459], [1.805, 6.406, 1.506], [2.205, 5.021, 2.439], [-6.367, 1.118, 0.878], [-5.378, 1.330, 1.592], [-7.047, 0.007, 0.896], [-7.017, 1.940, 0.166], [-7.927, -0.027, 0.402], [-6.742, -0.755, 1.483], [-7.737, 1.597, -0.454], [-6.568, 2.844, 0.118], [3.838, 3.247, 3.796], [3.100, 4.277, 3.936], [3.546, 2.257, 3.033], [4.842, 3.054, 4.538], [4.217, 1.505, 2.969], [2.741, 2.278, 2.422], [5.462, 2.287, 4.318], [5.241, 3.970, 4.690], [0.742, -3.858, 2.575], [1.709, -4.625, 2.572], [0.044, -3.517, 3.644], [0.460, -3.274, 1.476], [-0.874, -3.099, 3.593], [0.437, -3.863, 4.508], [0.789, -3.528, 0.556], [-0.469, -2.889, 1.571], [7.002, 2.896, 1.257], [8.105, 3.396, 1.369], [5.909, 3.607, 1.033], [6.702, 1.650, 1.445], [6.133, 4.577, 0.865], [5.119, 2.987, 0.924], [7.419, 0.946, 1.551], [5.739, 1.348, 1.422], [3.866, 4.677, -2.140], [3.618, 5.240, -3.202], [5.103, 4.381, -1.817], [2.919, 4.188, -1.389], [5.772, 4.907, -2.361], [5.337, 3.854, -0.987], [3.144, 3.729, -0.518], [1.979, 4.290, -1.745], [4.538, 1.126, -1.314], [4.296, 1.483, -0.205], [5.563, 1.366, -2.022], [3.867, 0.416, -2.158], [6.398, 1.785, -1.639], [5.706, 0.734, -2.797], [2.955, 0.015, -1.992], [4.023, 0.497, -3.153], [0.569, 0.755, -0.426], [0.904, 0.179, -1.446], [-0.477, 0.542, 0.281], [1.300, 1.681, 0.102], [-0.682, 0.877, 1.212], [-1.037, -0.101, -0.260], [2.303, 1.690, -0.012], [0.819, 2.284, 0.754], [0.623, 2.258, -4.227], [0.931, 2.385, -5.402], [-0.571, 2.222, -3.719], [1.553, 2.259, -3.309], [-0.678, 2.058, -2.728], [-1.393, 2.156, -4.302], [2.527, 2.261, -3.575], [1.291, 2.095, -2.347], [-4.594, -3.913, -1.247], [-5.746, -3.525, -1.048], [-3.706, -4.311, -0.364], [-4.092, -3.897, -2.436], [-2.847, -4.770, -0.634], [-4.049, -4.345, 0.585], [-3.360, -4.576, -2.591], [-4.553, -3.304, -3.110], [-6.850, -0.841, -3.870], [-8.034, -1.182, -3.880], [-5.882, -1.437, -3.141], [-6.444, 0.056, -4.561], [-5.282, -0.726, -2.748], [-6.227, -2.186, -2.559], [-7.157, 0.618, -5.004], [-5.533, 0.358, -4.246], [-4.099, 1.806, -1.948], [-4.325, 0.589, -2.176], [-3.899, 2.656, -2.923], [-3.812, 2.307, -0.800], [-4.037, 2.394, -3.889], [-3.689, 3.604, -2.646], [-3.623, 3.297, -0.738], [-4.051, 1.849, 0.068], [5.287, -1.007, 4.121], [5.314, 0.100, 3.606], [6.253, -1.751, 4.533], [4.138, -1.716, 4.274], [6.151, -2.491, 5.213], [7.198, -1.406, 4.447], [3.305, -1.216, 4.001], [4.293, -2.598, 4.742], [-0.022, 0.808, 3.891], [-0.840, 0.899, 2.938], [0.577, 1.823, 4.486], [0.532, -0.200, 4.452], [1.464, 1.686, 4.949], [0.302, 2.720, 4.112], [0.854, -0.096, 5.403], [0.534, -1.137, 4.076]],
  "atomic_forces_ev_per_a": [[-5.4604, -2.9801, -0.8357], [-1.5641, 0.3707, -0.9301], [2.5865, -3.4845, -0.4654], [3.6083, 7.0863, 2.7979], [0.1252, -1.6702, -0.4360], [0.3828, 0.0176, 0.1996], [-0.0284, -0.1303, -0.1024], [-0.0008, 0.7610, -0.0750], [-2.0062, -5.1020, 1.3013], [-0.3395, -1.5790, 0.1741], [0.7303, 1.6821, 6.5245], [1.3802, 4.8202, -8.5615], [-0.1787, -0.1489, 0.0783], [0.2954, 0.4964, 0.5060], [0.1560, -0.3506, 0.3104], [0.5615, -0.0456, -0.0949], [0.3484, 1.4826, -0.3450], [-2.9879, 1.9369, 0.5951], [1.9243, -0.3709, -3.2573], [-0.0456, -1.9189, 3.0689], [0.1112, 0.3627, -0.6315], [0.1025, -0.4016, 0.0864], [0.3859, -0.2628, 0.3896], [-0.1036, -0.5688, 0.5353], [0.2064, 0.4429, -0.6634], [3.3811, -3.5347, 1.2182], [-1.4629, -0.7028, -3.3349], [-0.1312, 2.8868, 3.0181], [-0.7825, 0.1878, -0.3069], [0.2035, -0.5565, -0.7713], [-0.5434, 0.2735, -0.0175], [0.1601, 0.7484, 0.9003], [-0.7120, -1.0635, -1.2249], [-2.3680, 0.7381, -0.3597], [0.5260, 0.1734, 2.4263], [0.8942, -1.0432, -3.5995], [1.1873, 0.4890, 1.2048], [0.2408, 1.4855, 1.6821], [-0.4817, 0.0849, -0.5973], [0.4765, -0.5725, 0.0522], [2.0960, 0.6016, 1.4816], [-0.4230, 0.0718, -0.7034], [1.5421, -5.5609, 2.3197], [-2.2142, 2.9152, -2.3125], [0.0434, 0.2746, -0.1773], [0.4203, 0.7488, -0.5984], [-0.0292, 0.6370, -0.2273], [-1.6007, 0.1909, 0.3554], [-1.1046, 0.7709, -0.4029], [-2.0480, 1.4521, 1.9552], [2.4479, -1.8731, 4.4827], [1.3409, -0.6018, -4.7490], [-0.4254, 0.0872, -0.5596], [-0.2701, 0.2357, -0.2358], [0.1753, -0.1690, 0.4294], [-0.1708, 0.1975, -0.8741], [0.8347, 1.9855, 0.1845], [-1.9567, -3.8722, -0.1335], [3.6459, -0.5709, 2.4508], [-3.1517, 2.0735, -2.0696], [0.5101, -0.4957, 0.0248], [0.7313, 0.5122, 0.1305], [-0.5361, -0.1409, -0.6813], [0.0273, 0.7179, 0.2507], [1.8417, -0.4454, -0.6001], [1.2489, -1.5957, -0.0607], [-0.7510, 0.7739, 0.4105], [-3.0794, 0.1555, 0.7278], [1.0754, 0.7605, -0.0250], [-0.0723, 0.4281, 0.1618], [-0.6408, -0.7387, 0.1882], [0.0795, 0.4110, -0.2594], [2.3475, 3.8838, 1.0503], [-1.5871, -7.0059, 2.1165], [-5.7112, 3.6488, -5.2045], [4.8323, 0.3187, 2.0188], [-0.4058, -0.3952, -0.1021], [0.2080, 0.1466, -0.0051], [-0.2058, -0.4724, -0.0135], [0.4522, -0.0437, 0.4342], [0.7310, -2.0268, 3.1054], [0.4665, 0.6490, -0.8038], [-0.7079, -4.1062, 0.8194], [-0.6668, 5.2982, -2.9261], [0.3224, -0.6806, 0.3643], [-0.2368, 0.0197, -0.3171], [0.3236, 0.8276, -0.1158], [-0.7182, 0.1911, -0.6381], [-5.4838, 3.8944, -0.2725], [0.9947, -1.0856, -0.7548], [-1.4467, -2.9799, -3.2566], [5.0685, 0.5165, 3.1616], [-0.3614, -0.3562, -0.1367], [0.0791, 0.0341, 0.2180], [0.2595, 0.1185, 0.0962], [0.6614, -0.2847, 0.8368], [4.0498, -2.9470, -0.1811], [0.6641, -0.5702, 1.5385], [-0.6424, 0.5876, 2.5061], [-3.1030, 3.0777, -3.0780], [-0.0791, -0.0282, 0.0191], [-0.5781, -0.1755, -0.1296], [-0.0893, -0.3359, 0.3956], [-0.3595, 0.7509, -1.2979], [1.7838, 1.5055, 0.8457], [1.0525, 0.2174, -0.2995], [-0.8623, 1.3141, -0.3460], [-0.0109, -4.2346, 0.6289], [-1.1268, -0.0047, -0.0405], [-0.8180, 1.4474, -0.4098], [-0.1924, 0.1436, -0.0487], [0.5240, -0.2475, -0.1091], [-0.2674, 0.6438, -3.2376], [-0.2239, 0.7260, -0.1419], [2.5097, 0.0304, 0.7179], [-2.1883, -0.9423, 2.2024], [0.2473, -0.4041, 0.3569], [0.2962, 0.3987, -0.2262], [-0.4939, 0.1294, -0.1838], [0.1744, -0.1516, 0.3724], [-0.1060, -0.3315, -1.4668], [-1.4615, 0.8585, 3.7953], [7.8676, 2.5864, -1.7032], [-6.6526, -4.4944, -2.2007], [-0.0948, 0.0800, 0.0149], [0.7321, 0.6378, 0.4268], [-0.3453, 0.3032, 0.6474], [-0.0211, 0.1827, 0.4790], [1.4140, -0.0500, 0.2593], [0.0570, -1.8811, -2.1043], [-3.9380, -2.1920, -0.9721], [2.8388, 3.3687, 1.2945], [-0.0417, -0.2143, 0.1495], [-1.0987, -0.1567, 1.0027], [-0.0039, 0.1169, -0.1371], [0.5832, 0.3039, 0.3989], [1.8921, 0.9505, -2.6903], [-0.6073, -0.4189, -1.0964], [-4.0918, -0.2907, 1.1029], [2.5752, -0.1876, 2.6425], [-0.2773, -0.0731, -0.3192], [0.2464, 0.0013, 0.0875], [-0.4438, 0.2777, 0.0490], [0.6229, -0.1215, -0.1797], [-2.1651, 0.5909, 0.5644], [-0.2072, 0.3682, 1.2438], [0.5190, -0.6313, 3.0081], [1.3008, -0.1727, -3.9459], [-0.1047, 0.0993, 0.1815], [0.4212, -0.5176, -0.1432], [0.1121, 0.5105, -0.8078], [0.1233, -0.5832, -0.4718], [-4.9644, -7.3621, 4.4478], [-0.8568, -0.8101, 0.3640], [0.5312, -1.3240, 0.7460], [3.6164, 8.2118, -5.3850], [0.2888, -0.6629, 0.6065], [0.1090, 0.1728, 0.5929], [0.6428, 0.2949, -0.0758], [0.0858, 1.0887, -1.3443], [0.3682, -3.6547, -2.6180], [-0.1411, 1.2367, 0.8017], [0.0028, 2.0454, -1.8841], [0.4289, 1.4048, 4.2883], [-0.0010, -0.1664, -0.3485], [-0.1154, -0.1180, -0.7717], [-0.1234, -0.4627, 0.1518], [-0.0131, -0.0007, 0.1519], [-3.5756, 0.3128, -0.7611], [0.7230, 0.4734, -0.2061], [5.3894, -1.1992, 1.3484], [-0.4506, 0.7878, -0.2130], [-0.1515, 0.2118, -0.3150], [-0.1090, 0.0594, 0.0391], [-0.3041, -0.8215, 0.4219], [-1.4974, 0.0774, -0.3911], [-1.0190, 2.5465, -2.6402], [1.3294, -0.3248, 1.9811], [-0.7678, 4.2350, 0.0635], [1.1417, -6.8874, 1.4511], [-0.2705, 0.6018, -0.3832], [0.6953, 0.4023, 0.3686], [0.0341, -0.1900, -0.4086], [-0.5175, -0.1159, -0.0602]],
  "lowdin_charge": [-0.85, 0.05, 0.18, 0.18, 0.10, 0.13, 0.14, 0.11, -0.87, 0.06, 0.19, 0.16, 0.11, 0.13, 0.13, 0.14, -0.80, 0.01, 0.19, 0.19, 0.10, 0.13, 0.09, 0.05, -0.81, -0.01, 0.23, 0.21, 0.10, 0.08, 0.08, 0.05, -0.74, 0.04, 0.20, 0.18, 0.08, 0.09, 0.06, 0.13, -0.76, 0.03, 0.16, 0.18, 0.11, 0.12, 0.11, 0.08, -0.80, 0.07, 0.19, 0.15, 0.05, 0.12, 0.11, 0.09, -0.80, 0.08, 0.16, 0.18, 0.08, 0.11, 0.09, 0.11, -0.78, 0.03, 0.16, 0.17, 0.10, 0.06, 0.11, 0.12, -0.84, 0.05, 0.19, 0.19, 0.13, 0.11, 0.12, 0.06, -0.75, 0.00, 0.20, 0.20, 0.13, 0.13, 0.14, 0.13, -0.77, -0.04, 0.20, 0.20, 0.06, 0.10, 0.10, 0.14, -0.79, -0.02, 0.17, 0.20, 0.06, 0.11, 0.09, 0.07, -0.78, 0.03, 0.15, 0.18, 0.13, 0.06, 0.11, 0.05, -0.77, 0.02, 0.17, 0.18, 0.13, 0.05, 0.08, 0.11, -0.79, 0.03, 0.19, 0.17, 0.14, 0.13, 0.07, 0.11, -0.78, -0.02, 0.24, 0.20, 0.06, 0.12, 0.07, 0.06, -0.78, 0.03, 0.20, 0.16, 0.10, 0.10, 0.11, 0.06, -0.77, 0.00, 0.20, 0.17, 0.11, 0.07, 0.09, 0.09, -0.83, 0.00, 0.16, 0.20, 0.03, 0.07, 0.15, 0.08, -0.69, -0.03, 0.20, 0.20, 0.08, 0.12, 0.09, 0.07, -0.71, 0.01, 0.18, 0.17, 0.12, 0.13, 0.10, 0.11, -0.67, -0.03, 0.18, 0.17, 0.11, 0.10, 0.12, 0.09]
}